1.
50
Properties=species:S:1:pos:R:3:forces:R:3:mulliken_charge:R:1 method="wB97M-V/def2-TZVPD" total_charge=+1 e_tot_ha=-3295.25227 de_lowest_kcal_mol=1.2 spin_multiplicity=5 homo_lumo_gap_ev="7.21 / 7.22"
Ho -0.832 -0.421 0.200 1.298 0.951 0.835 0.848
O 2.342 -3.812 -0.087 0.347 -0.026 -0.037 -0.444
C 1.689 -2.681 0.062 -0.184 0.088 -0.016 0.327
O 0.490 -2.611 0.239 -0.286 0.051 0.094 -0.452
C 2.539 -1.456 -0.004 0.034 0.065 0.028 0.437
C 3.922 -1.455 -0.075 -0.048 -0.033 -0.019 -0.775
C 4.560 -0.222 -0.118 -0.009 -0.059 0.013 -0.683
C 3.805 0.936 -0.079 -0.032 0.085 -0.002 -0.875
C 2.422 0.827 0.006 0.072 -0.090 0.004 0.978
N 1.814 -0.346 0.030 -0.213 0.018 -0.165 0.243
C 1.449 1.977 0.041 0.159 -0.163 -0.233 0.319
O 1.890 3.206 0.190 -0.151 0.114 -0.102 -0.516
O 0.276 1.767 -0.188 -0.182 -0.017 -0.022 -0.463
H 1.735 -4.565 -0.046 -0.163 -0.022 0.044 0.392
H 4.473 -2.383 -0.106 -0.007 -0.002 0.010 0.557
H 5.639 -0.174 -0.180 -0.002 0.031 -0.019 0.462
H 4.293 1.901 -0.130 -0.010 0.001 0.009 0.375
H 2.757 3.229 0.611 0.094 -0.059 0.095 0.394
C 2.026 1.631 5.150 0.087 0.059 -0.058 -0.904
N 1.040 0.842 4.421 -0.068 -0.102 0.003 0.089
C 0.134 0.060 5.058 -0.042 -0.017 0.056 0.207
C -0.784 -0.661 4.386 -0.181 -0.172 -0.039 -1.230
C -0.768 -0.581 2.958 0.403 0.308 0.585 0.927
O -1.581 -1.198 2.217 -0.355 -0.195 -0.370 -0.642
N 0.149 0.198 2.330 -0.170 -0.065 0.510 0.194
C 1.061 0.914 3.031 0.250 0.299 0.015 0.205
O 1.913 1.638 2.509 -0.093 -0.113 -0.131 -0.596
H 1.848 1.524 6.216 -0.026 -0.027 0.004 0.301
H 1.945 2.677 4.863 -0.013 -0.009 0.033 0.310
H 3.031 1.291 4.906 -0.014 -0.003 0.028 0.298
H 0.193 0.052 6.138 0.008 0.027 0.004 0.340
H -1.511 -1.281 4.885 0.025 0.006 0.012 0.509
N -6.443 4.596 0.738 0.870 -0.595 -0.530 -0.318
C -5.644 4.280 -0.320 -2.395 2.541 -1.177 0.410
S -5.902 5.051 -1.796 0.118 -0.489 1.106 -0.344
C -4.593 3.320 -0.172 1.895 -1.787 0.512 1.129
C -4.272 2.730 1.067 -0.302 0.498 -0.708 -0.954
C -3.264 1.798 1.127 0.518 -0.478 -0.173 -0.543
N -2.545 1.408 0.063 -0.243 0.158 0.135 0.096
C -2.828 1.986 -1.119 0.303 -0.359 0.435 -0.355
C -3.816 2.921 -1.282 -0.565 0.348 0.416 -0.794
H -7.200 5.241 0.602 0.011 0.078 -0.169 0.208
H -6.397 4.113 1.613 0.008 -0.103 0.139 0.148
H -4.780 2.993 1.984 0.000 -0.024 -0.027 0.253
H -3.013 1.328 2.072 -0.013 -0.026 -0.019 0.451
H -2.220 1.678 -1.963 -0.013 0.003 0.006 0.462
H -4.000 3.349 -2.259 -0.061 -0.005 0.153 0.394
O -0.438 -0.983 -1.962 -0.394 -0.502 -1.100 -0.491
S -1.810 -1.678 -2.123 -0.466 0.908 2.337 0.351
N -2.597 -1.471 -0.843 0.199 -1.095 -2.502 -0.233

=====

2.
40
Properties=species:S:1:pos:R:3:forces:R:3:mulliken_charge:R:1 method="wB97M-V/def2-TZVPD" smiles="Cc1cc(NC(=O)c2ccco2)ccc1NC(=O)Cc1cccs1" e_tot_ha=-1428.96153 de_lowest_kcal_mol=35.4 homo_lumo_gap_ev=8.52
C -0.319 -0.667 -1.502 0.062 0.095 0.079 -1.812
C 0.318 0.440 -0.710 0.004 0.062 0.066 0.704
C 1.696 0.553 -0.672 -0.057 0.285 0.031 -0.268
C 2.323 1.552 0.067 -0.607 0.032 -0.066 0.292
N 3.719 1.669 0.097 0.234 0.479 0.074 -0.110
C 4.674 0.696 0.092 -0.055 0.281 0.143 0.183
O 5.837 0.964 -0.144 0.046 -0.221 -0.047 -0.656
C 4.255 -0.672 0.442 0.855 -0.823 -0.307 0.325
C 4.894 -1.854 0.163 -0.297 0.835 0.032 -0.457
C 4.130 -2.867 0.779 -0.440 0.120 0.260 -0.477
C 3.096 -2.229 1.398 0.273 -0.732 -0.124 -0.480
O 3.162 -0.909 1.202 -0.067 0.362 0.183 -0.226
C 1.543 2.485 0.738 0.245 -0.311 -0.175 -1.003
C 0.166 2.400 0.698 -0.182 0.075 0.001 -0.639
C -0.457 1.379 -0.012 0.424 0.200 0.114 0.383
N -1.850 1.258 -0.067 0.079 -0.383 -0.351 0.156
C -2.806 2.006 0.538 -0.453 -0.270 -0.221 0.684
O -2.614 2.973 1.237 0.054 0.280 0.209 -0.649
C -4.228 1.514 0.214 0.118 0.256 0.180 -0.942
C -4.325 0.039 0.058 -0.146 -0.303 0.191 0.237
C -4.344 -0.690 -1.094 -0.069 0.256 0.191 -0.432
C -4.373 -2.086 -0.868 0.048 -0.248 0.111 -0.464
C -4.366 -2.397 0.452 0.034 0.169 0.269 -0.466
S -4.327 -0.997 1.451 -0.025 0.028 -0.659 -0.115
H -0.951 -0.270 -2.298 -0.102 -0.036 -0.077 0.396
H -0.927 -1.308 -0.863 -0.107 -0.084 -0.008 0.374
H 0.448 -1.285 -1.962 -0.001 -0.053 -0.041 0.370
H 2.298 -0.147 -1.234 0.027 -0.083 -0.060 0.485
H 4.092 2.610 0.063 0.066 -0.214 -0.061 0.265
H 5.789 -1.964 -0.413 0.207 0.062 -0.109 0.526
H 4.325 -3.920 0.768 -0.025 -0.226 0.045 0.465
H 2.282 -2.595 1.993 -0.140 0.060 0.093 0.474
H 2.016 3.278 1.297 0.061 0.073 0.099 0.448
H -0.439 3.121 1.222 -0.011 0.021 0.007 0.599
H -2.186 0.476 -0.613 -0.056 0.130 0.181 -0.143
H -4.536 2.005 -0.714 -0.033 -0.013 0.060 0.295
H -4.875 1.871 1.016 0.076 0.082 -0.093 0.401
H -4.355 -0.248 -2.075 -0.009 0.159 -0.157 0.429
H -4.400 -2.817 -1.655 -0.013 -0.162 -0.103 0.393
H -4.386 -3.366 0.909 -0.017 -0.239 0.042 0.457

=====

3.
40
Properties=species:S:1:pos:R:3:forces:R:3:mulliken_charge:R:1 method="wB97M-V/def2-TZVPD" smiles="CC(=O)c1cccc(NC(=O)CCn2c(=S)oc3ccccc32)c1" e_tot_ha=-1428.98998 de_lowest_kcal_mol=17.5 homo_lumo_gap_ev=8.81
C -4.299 -3.114 0.056 -0.280 -0.152 -0.043 -1.358
C -5.187 -1.911 -0.145 0.055 -0.346 0.017 0.976
O -6.373 -2.027 -0.359 0.072 0.012 0.017 -0.602
C -4.543 -0.573 -0.067 -0.035 0.666 -0.020 -0.170
C -5.357 0.554 -0.196 -0.046 -0.136 -0.006 -0.748
C -4.811 1.821 -0.131 -0.034 -0.176 -0.005 -0.620
C -3.451 1.994 0.061 0.138 0.078 0.018 -0.516
C -2.629 0.877 0.189 -0.315 0.231 -0.072 0.493
N -1.248 0.965 0.383 -0.092 -0.411 0.071 0.210
C -0.459 2.065 0.445 0.642 -0.190 0.185 0.551
O -0.826 3.214 0.362 -0.175 0.355 -0.066 -0.649
C 1.013 1.685 0.632 -0.144 0.170 -0.071 -0.756
C 1.566 0.990 -0.623 -0.308 0.169 0.005 -1.094
N 2.506 -0.047 -0.287 0.215 -0.909 0.175 0.266
C 2.137 -1.295 0.120 -0.598 0.568 -0.184 0.252
S 0.605 -1.842 0.286 -0.313 -0.488 0.113 -0.420
O 3.228 -2.037 0.379 0.039 -0.067 0.015 -0.390
C 4.319 -1.248 0.150 0.518 1.008 -0.303 0.508
C 5.656 -1.557 0.282 -0.413 -0.104 0.021 -0.994
C 6.557 -0.545 -0.015 0.056 0.039 -0.011 -0.442
C 6.133 0.714 -0.422 0.099 0.009 -0.003 -0.729
C 4.789 1.023 -0.555 -0.215 -0.103 0.027 -0.708
C 3.884 0.019 -0.264 0.757 -0.428 0.144 1.216
C -3.177 -0.401 0.126 -0.218 0.025 -0.026 -0.138
H -4.901 -4.017 -0.005 -0.010 0.022 -0.005 0.353
H -3.816 -3.067 1.030 0.110 -0.003 0.074 0.374
H -3.528 -3.144 -0.711 0.130 -0.008 -0.038 0.367
H -6.416 0.407 -0.346 -0.066 -0.019 -0.011 0.467
H -5.446 2.688 -0.230 -0.048 0.075 -0.006 0.387
H -3.022 2.981 0.112 0.028 0.013 0.005 0.530
H -0.786 0.060 0.468 0.110 0.257 -0.024 -0.325
H 1.085 1.006 1.484 0.031 -0.027 -0.038 0.472
H 1.579 2.588 0.858 -0.098 -0.032 0.020 0.355
H 2.065 1.706 -1.277 -0.022 -0.082 0.002 0.337
H 0.751 0.517 -1.181 0.192 0.070 0.020 0.568
H 5.974 -2.535 0.601 0.053 -0.128 0.042 0.457
H 7.614 -0.743 0.075 0.099 -0.019 0.010 0.382
H 6.868 1.472 -0.641 0.071 0.066 -0.018 0.392
H 4.466 2.003 -0.868 -0.034 0.127 -0.039 0.388
H -2.517 -1.249 0.225 0.049 -0.130 0.010 0.355

=====

4.
46
Properties=species:S:1:pos:R:3:forces:R:3:mulliken_charge:R:1 method="wB97M-V/def2-TZVPD" total_charge=-2 e_tot_ha=-1920.80162 de_lowest_kcal_mol=0.0 homo_lumo_gap_ev=6.70
Pb 0.771 -1.076 0.515 -0.036 0.040 0.000 1.286
C -2.274 -0.882 4.374 0.036 0.077 0.000 -1.496
C -1.647 -0.334 3.099 -0.248 -0.169 -0.207 1.086
O -0.540 -0.767 2.800 0.107 -0.022 0.086 -0.555
C -2.388 0.637 2.295 -0.111 -0.038 0.324 0.275
C -3.595 1.168 2.799 0.044 0.013 0.010 -0.453
C -4.307 2.148 2.155 0.050 0.013 -0.072 -0.853
C -3.803 2.645 0.936 0.025 -0.082 0.070 -0.361
C -2.650 2.142 0.401 -0.182 0.046 -0.021 -0.684
C -1.906 1.090 1.028 0.299 -0.007 -0.275 0.251
O -0.882 0.637 0.414 -0.062 0.032 0.050 -0.435
H -1.551 -1.556 4.827 0.000 -0.006 0.011 0.342
H -3.187 -1.436 4.148 0.014 0.054 -0.027 0.350
H -2.522 -0.086 5.077 -0.006 -0.012 0.022 0.394
H -3.979 0.793 3.740 0.026 -0.013 0.003 0.237
H -5.228 2.529 2.576 -0.004 0.004 -0.010 0.347
H -4.341 3.425 0.408 -0.001 0.012 0.001 0.363
H -2.271 2.498 -0.548 0.021 -0.004 -0.001 0.370
O -3.050 -3.888 -3.801 -0.035 -0.010 -0.031 -0.654
C -2.301 -3.377 -3.000 0.081 0.006 0.071 0.521
C -2.210 -3.704 -1.523 0.066 0.079 0.140 0.019
O -2.886 -4.526 -0.929 -0.022 -0.030 -0.033 -0.693
C -1.168 -2.824 -0.985 -0.140 -0.046 -0.293 0.918
C -0.625 -2.015 -2.008 -0.178 -0.138 -0.036 0.616
O 0.305 -1.168 -1.779 0.123 0.137 -0.001 -0.677
C -1.282 -2.293 -3.289 0.094 0.105 0.104 -0.096
O -1.078 -1.770 -4.370 -0.015 -0.023 -0.047 -0.706
O -0.770 -2.750 0.231 0.006 0.041 0.224 -0.831
C 3.764 3.248 -1.207 0.025 0.035 -0.008 -1.178
P 2.531 1.930 -0.838 -0.116 -0.138 -0.054 0.319
C 3.000 0.721 -2.138 0.049 -0.005 0.043 -0.804
C 1.047 2.663 -1.637 0.049 -0.020 0.014 -1.016
H 3.749 3.520 -2.267 0.016 0.016 0.015 0.290
H 4.761 2.893 -0.945 -0.005 0.016 -0.009 0.369
H 3.549 4.133 -0.606 0.015 0.009 -0.016 0.370
H 3.145 1.215 -3.103 -0.004 -0.001 -0.011 0.356
H 2.218 -0.034 -2.244 0.009 0.042 -0.004 0.112
H 3.922 0.214 -1.848 -0.004 -0.005 -0.009 0.300
H 1.238 2.926 -2.682 -0.007 0.006 0.017 0.453
H 0.734 3.552 -1.087 -0.015 -0.001 -0.002 0.360
H 0.239 1.932 -1.584 -0.019 -0.003 -0.011 0.123
N 3.267 -2.568 0.511 0.034 -0.042 -0.016 -0.588
C 4.412 -2.537 0.729 0.300 0.063 0.036 0.451
N 5.672 -2.413 1.070 -0.002 -0.224 -0.240 -0.674
C 6.607 -3.067 0.401 -0.316 0.214 0.194 0.488
N 7.508 -3.590 -0.116 0.040 -0.024 -0.002 -0.614